Density functional theory data (wB97M-V/def2-TZVPD) for C57H73IN6O5STi as an isolated structure.

Results
gap between HOMO and LUMO: 6.52 eV
energy above the lowest of the compared OMol25 structures with the same formula, charge and spin: 30.61 kJ/mol
highest occupied orbital energy: -0.23524 hartree
net charge: 0

Geometry as XYZ:
```
144
Properties=species:S:1:pos:R:3:forces:R:3:lowdin_charge:R:1
Ti 1.47202 0.01775 -0.12390 -1.17 0.77 0.31 1.10
C 0.84978 -1.08017 7.31842 0.02 -0.02 0.02 -0.05
C 0.40374 0.15402 6.52077 0.02 0.02 -0.02 -0.56
C -1.12583 0.16640 6.49328 -0.03 0.02 -0.04 -0.07
C 0.87628 1.42225 7.24751 0.01 0.01 0.04 -0.05
C 1.01618 0.11537 5.11544 -0.09 -0.01 0.08 -0.17
C 0.23213 0.15497 3.96792 0.06 0.02 -0.04 0.04
C 0.85091 0.11425 2.71921 0.27 -0.05 0.31 -0.19
N 0.29096 0.09994 1.45987 0.00 0.14 -0.20 -0.01
C -1.03908 -0.19833 1.20080 -0.26 -0.22 -0.17 -0.23
C -2.17444 0.31038 1.82651 0.09 -0.07 0.06 0.03
C -3.43723 -0.09068 1.39947 -0.02 0.04 0.09 -0.17
C -3.51673 -1.02074 0.36512 -0.02 -0.06 -0.13 0.00
C -2.40681 -1.51425 -0.32536 0.06 -0.01 0.07 -0.10
C -1.14697 -1.03440 0.07065 -0.09 0.03 0.11 -0.29
O 0.01253 -1.26611 -0.55433 0.28 0.14 -0.09 -0.28
C -2.53568 -2.54489 -1.44647 0.00 -0.02 -0.05 -0.52
C -2.12636 -1.91680 -2.78859 -0.07 -0.06 -0.03 -0.03
C -3.96249 -3.08048 -1.59350 0.00 0.03 0.00 -0.06
C -1.62072 -3.74042 -1.13527 0.07 -0.02 -0.05 -0.04
C -4.72350 0.45408 2.02705 0.00 -0.02 -0.01 -0.55
C -4.44129 1.45873 3.14475 0.03 0.03 0.03 -0.06
C -5.54236 -0.69994 2.62133 -0.02 -0.04 0.02 -0.05
C -5.55619 1.16265 0.94936 -0.03 0.02 -0.03 -0.05
C 2.23966 -0.01998 2.62036 -0.02 -0.08 0.16 -0.29
O 2.67419 -0.19263 1.37171 -0.10 0.01 -0.30 -0.24
C 3.05758 -0.02229 3.75518 -0.12 0.03 -0.03 -0.09
C 2.40536 0.04849 4.98463 0.10 0.06 0.05 0.01
C 4.57705 -0.09054 3.62587 0.02 -0.02 -0.02 -0.53
C 4.98836 -1.41412 2.96027 0.04 0.00 -0.01 -0.04
C 5.26871 -0.00919 4.98784 0.04 -0.02 0.02 -0.07
C 5.07397 1.08681 2.76976 0.03 -0.01 0.02 -0.04
H 0.40391 -1.06974 8.31842 0.03 0.00 -0.05 0.08
H 0.53948 -1.99762 6.81192 0.01 0.04 0.02 0.09
H 1.93483 -1.11221 7.43436 -0.04 0.00 -0.01 0.07
H -1.50948 0.17414 7.51703 0.02 0.00 -0.04 0.08
H -1.51256 1.05542 5.98721 0.01 -0.03 0.01 0.08
H -1.52668 -0.71755 5.99048 0.01 0.03 0.02 0.09
H 0.45146 1.46813 8.25596 0.03 0.00 -0.06 0.08
H 1.96431 1.44621 7.33644 -0.04 0.00 0.00 0.08
H 0.56465 2.31597 6.70067 0.01 -0.03 0.02 0.09
H -0.84375 0.19323 4.03454 0.03 0.00 0.03 0.08
H -2.05338 1.02217 2.63177 -0.03 -0.01 -0.07 0.10
H -4.50007 -1.36461 0.06739 0.05 0.00 0.01 0.09
H -2.89212 -1.22202 -3.14629 0.01 -0.01 0.03 0.08
H -1.19094 -1.36980 -2.69366 -0.01 0.01 0.00 0.06
H -2.00653 -2.70237 -3.54544 0.01 0.07 0.07 0.07
H -4.67101 -2.29252 -1.86260 0.02 -0.01 0.01 0.08
H -3.98398 -3.82684 -2.39251 0.01 0.03 0.03 0.08
H -4.31205 -3.56013 -0.67617 0.01 0.01 -0.01 0.09
H -0.57271 -3.43908 -1.09960 -0.10 -0.04 0.01 0.04
H -1.87800 -4.17775 -0.16662 0.00 0.02 -0.04 0.10
H -1.74126 -4.51250 -1.90305 0.02 0.04 0.04 0.08
H -3.86205 1.00934 3.95584 -0.02 0.02 -0.03 0.08
H -3.89289 2.32957 2.77415 -0.01 -0.03 0.01 0.08
H -5.38570 1.81373 3.56471 0.03 -0.01 -0.02 0.09
H -4.97172 -1.21572 3.39798 -0.03 0.02 -0.03 0.09
H -6.46783 -0.32168 3.06668 0.04 -0.02 -0.02 0.08
H -5.81116 -1.43415 1.85917 0.01 0.03 0.03 0.08
H -4.98605 1.97572 0.49029 -0.02 -0.02 0.02 0.08
H -5.84736 0.47234 0.15422 0.01 0.02 0.03 0.07
H -6.46926 1.58271 1.38407 0.05 -0.03 -0.03 0.08
H 3.00469 0.04964 5.88784 -0.06 -0.01 -0.08 0.09
H 4.57610 -2.26643 3.50689 0.02 0.03 -0.01 0.09
H 4.62670 -1.45851 1.93297 -0.01 -0.01 0.02 0.05
H 6.08018 -1.50537 2.95121 -0.06 0.01 -0.01 0.08
H 5.01884 -0.86460 5.62188 0.01 0.05 -0.03 0.09
H 6.35218 -0.00780 4.84096 -0.04 -0.01 0.01 0.08
H 5.00151 0.90641 5.52204 0.02 -0.03 -0.03 0.08
H 4.58428 1.09551 1.79647 -0.01 0.00 0.00 0.07
H 4.86824 2.03586 3.27408 -0.01 -0.03 -0.02 0.09
H 6.15651 1.01041 2.61960 -0.05 0.00 0.02 0.08
N 2.12638 3.11837 1.76607 0.07 0.00 -0.13 0.06
C 2.94174 3.62242 0.67430 -0.01 -0.18 -0.04 -0.17
C 2.65867 2.87381 -0.62921 -0.19 -0.02 0.27 -0.60
O 2.57209 3.46973 -1.69581 0.21 -0.08 0.00 0.01
O 2.53509 1.59468 -0.49727 0.37 0.19 -0.58 -0.18
H 1.15413 3.36768 1.65364 -0.15 0.05 -0.02 0.07
H 2.44275 3.47141 2.65619 0.03 0.00 0.10 0.08
H 3.98495 3.40314 0.91369 0.08 0.05 0.01 0.12
H 2.86142 4.69295 0.47415 -0.05 0.08 -0.04 0.10
C -0.64143 -5.72493 -5.01560 0.00 -0.01 0.05 -0.07
C 0.22042 -4.98297 -6.02815 -0.02 0.06 0.06 -0.20
N 0.35915 -3.56637 -5.69408 0.07 0.02 -0.04 -0.05
C -0.70450 -2.66979 -6.13667 0.05 -0.05 -0.03 -0.21
C -0.57794 -2.26046 -7.59845 0.01 0.02 -0.01 -0.06
C 1.39808 -3.19703 -4.89956 -0.01 -0.17 0.11 -0.41
O 2.22870 -3.98937 -4.47117 -0.20 0.14 -0.12 0.07
C 1.48873 -1.74975 -4.50277 0.02 -0.02 -0.09 -0.11
C 1.90833 -0.74043 -5.35740 -0.02 -0.02 -0.04 0.00
C 2.03524 0.54451 -4.85733 -0.03 0.03 -0.01 -0.02
C 1.74395 0.77653 -3.52065 0.03 0.07 -0.03 -0.12
N 1.34434 -0.19331 -2.69763 0.32 0.14 0.21 0.04
C 1.22767 -1.42470 -3.18219 -0.08 -0.07 0.05 -0.08
H -0.71487 -6.78240 -5.27689 0.00 0.04 0.00 0.08
H -1.65525 -5.31919 -4.97476 0.03 0.00 0.00 0.07
H -0.19781 -5.64720 -4.02118 -0.01 -0.01 -0.04 0.08
H -0.20189 -5.05500 -7.03184 -0.02 0.01 0.01 0.11
H 1.21684 -5.41299 -6.05116 0.07 -0.02 -0.02 0.12
H -0.71610 -1.79020 -5.49895 0.02 0.04 0.04 0.11
H -1.65837 -3.17738 -5.97331 -0.01 -0.01 0.00 0.11
H 0.37524 -1.76015 -7.78000 -0.05 -0.01 0.01 0.06
H -1.38158 -1.57116 -7.86706 0.03 -0.04 0.01 0.08
H -0.63957 -3.12191 -8.26557 0.02 0.01 0.03 0.07
H 2.14667 -0.95823 -6.39236 0.00 0.00 0.03 0.12
H 2.37131 1.36020 -5.48405 -0.01 -0.02 0.02 0.11
H 1.88260 1.75826 -3.07849 0.00 0.00 -0.01 0.08
H 0.90764 -2.18341 -2.47559 0.05 0.01 -0.03 0.12
N -0.16821 1.57105 -0.84018 -0.10 -0.20 0.23 -0.30
S -0.39619 2.81966 -1.77344 0.01 0.11 -0.06 1.08
C -0.60421 4.27025 -0.72907 0.00 -0.02 0.07 -0.38
C -1.57285 4.26237 0.27090 -0.01 -0.07 0.00 -0.07
C -1.65805 5.33667 1.13789 0.02 0.02 0.01 -0.07
C -0.78079 6.41101 1.00079 -0.05 0.00 0.05 -0.07
C 0.17648 6.41025 0.00008 0.01 0.02 -0.02 -0.07
C 0.27351 5.33105 -0.87394 0.06 0.02 -0.05 -0.09
C -2.09227 2.75296 -2.37371 -0.04 -0.09 -0.01 -0.37
C -2.84074 1.61158 -2.15048 0.04 0.06 -0.01 -0.07
C -4.14560 1.55465 -2.62809 -0.01 -0.03 0.01 -0.07
C -4.68044 2.62310 -3.32768 -0.03 0.01 -0.01 -0.08
C -3.91394 3.76282 -3.55397 0.01 0.01 -0.02 -0.08
C -2.61551 3.83237 -3.07992 0.06 0.00 0.04 -0.08
H -0.92843 1.49596 -0.16352 0.03 0.05 -0.01 0.01
H -2.25060 3.41737 0.37140 0.05 0.06 0.00 0.11
H -2.40457 5.34004 1.92286 0.02 0.00 -0.03 0.11
H -0.84666 7.24951 1.68417 0.00 -0.04 -0.03 0.11
H 0.86243 7.24309 -0.09769 -0.03 -0.03 0.00 0.11
H 1.04983 5.28957 -1.63000 -0.07 0.01 0.06 0.10
H -2.41067 0.77845 -1.60939 -0.02 -0.05 0.03 0.09
H -4.73962 0.66758 -2.44293 0.01 0.01 0.00 0.10
H -5.69720 2.57531 -3.69886 0.04 0.00 0.02 0.11
H -4.33206 4.59949 -4.09965 0.01 -0.02 0.01 0.11
H -2.01917 4.72404 -3.24193 -0.02 -0.03 0.01 0.11
I 2.07055 -3.40961 0.87970 -0.04 -0.01 0.05 1.12
C 3.32550 -2.48899 -0.50456 0.02 -0.07 -0.17 -0.71
C 4.37280 -3.25815 -1.00180 -0.06 0.01 0.11 -0.12
C 5.27563 -2.67490 -1.86330 0.08 0.00 -0.07 -0.04
C 5.11239 -1.33954 -2.19790 0.03 0.02 -0.07 -0.03
C 4.02717 -0.66018 -1.69478 0.01 0.03 0.02 -0.10
N 3.12289 -1.22347 -0.87792 0.37 -0.81 0.13 -0.05
H 4.46576 -4.29019 -0.69933 0.00 0.01 0.00 0.09
H 6.09985 -3.25295 -2.26334 -0.04 0.03 0.02 0.12
H 5.80320 -0.82942 -2.85403 0.00 0.00 0.01 0.11
H 3.84391 0.37423 -1.93625 0.02 0.07 -0.01 0.11
```
Positions in Å, forces in eV/Å.